No. 1
40
Properties=species:S:1:pos:R:3 method="wB97M-V/def2-TZVPD" gap_ha=0.393 homo_energy_ev=-10.21 smiles="CP(=O)(OCCCCC(Cl)(Cl)Cl)OCCCCC(Cl)(Cl)Cl" lumo_ev=0.47 e_above_lowest_kcal_mol=0.0
C -1.8870 -3.5502 1.9278
P -1.1938 -2.2314 0.9502
O -1.7472 -0.9338 1.4321
O 0.4007 -2.1794 1.1480
C 0.8402 -1.8152 2.4648
C 1.8735 -0.6901 2.3736
C 1.2498 0.5864 1.7900
C 2.1945 1.6531 1.2251
C 3.2948 2.1492 2.1520
Cl 4.0946 3.5263 1.3422
Cl 4.5792 0.9461 2.4417
Cl 2.7182 2.7178 3.7173
O -1.5634 -2.4334 -0.6029
C -0.8437 -1.5409 -1.4263
C -1.7939 -0.4672 -2.0388
C -1.0229 0.6279 -2.8514
C -1.9381 1.8518 -3.1204
C -1.1886 2.9559 -3.8300
Cl 0.1031 3.6032 -2.7551
Cl -2.2850 4.2839 -4.2582
Cl -0.4305 2.2614 -5.3119
H -2.2258 -4.3443 1.2830
H -2.7571 -3.2185 2.5577
H -1.1034 -3.8797 2.5887
H 0.0193 -1.4568 3.0938
H 1.2917 -2.7081 2.9107
H 2.2735 -0.5057 3.3710
H 2.7179 -0.9804 1.7561
H 0.6565 0.3147 0.9014
H 0.5848 0.9467 2.5682
H 1.5694 2.4984 0.8720
H 2.6844 1.2232 0.3236
H -0.0118 -1.0200 -0.9013
H -0.3186 -2.1043 -2.1934
H -2.3428 0.0545 -1.2233
H -2.5420 -0.9658 -2.6849
H -0.6651 0.1754 -3.7870
H -0.1590 0.9019 -2.2360
H -2.7841 1.5314 -3.7739
H -2.3425 2.2157 -2.1961

No. 2
37
Properties=species:S:1:pos:R:3 method="wB97M-V/def2-TZVPD" gap_ha="0.337 / 0.370" homo_energy_ev="-8.65 / -10.08" spin_multiplicity=2 lumo_ev="0.51 / -0.02"
C 0.3141 -2.4739 1.0217
C 0.5635 -0.9613 1.0851
C 1.3079 -0.6503 2.3955
C 1.3775 -0.5277 -0.1597
C 0.7973 0.5658 -1.0821
C 1.3201 1.9775 -0.7625
C 1.0272 2.4810 0.6363
O 1.1395 3.6439 0.9323
S 1.4000 0.1908 -2.7423
O 1.0226 -1.1216 -3.1313
O 1.2197 1.3012 -3.6047
F 2.9522 0.1194 -2.4405
C -0.7430 0.5642 -1.2337
C -1.5831 0.0327 -0.0491
C -2.3560 -1.2293 -0.4560
C -2.5813 1.1094 0.3730
N -0.7366 -0.2439 1.1455
O -1.3935 -0.4671 2.2137
H -0.1825 -2.8124 1.9278
H -0.2838 -2.7561 0.1597
H 1.2759 -2.9829 0.9432
H 2.3846 -0.6270 2.2324
H 0.9923 0.2988 2.8209
H 1.0959 -1.4071 3.1458
H 1.5379 -1.4219 -0.7600
H 2.3655 -0.1963 0.1559
H 2.4042 2.0245 -0.8980
H 0.8979 2.7023 -1.4571
H 0.7020 1.7413 1.3880
H -1.0329 -0.0064 -2.1158
H -1.0365 1.5935 -1.4319
H -3.2229 -0.9339 -1.0478
H -1.7594 -1.9052 -1.0666
H -2.7098 -1.7507 0.4310
H -3.2999 0.7092 1.0826
H -2.0684 1.9421 0.8554
H -3.1084 1.4775 -0.5066

No. 3
34
Properties=species:S:1:pos:R:3 method="wB97M-V/def2-TZVPD" gap_ha="0.205 / 0.195" homo_energy_ev="-5.11 / -4.90" spin_multiplicity=5 lumo_ev="0.45 / 0.41" e_above_lowest_kcal_mol=27.1
C -0.3828 -1.8478 -0.6718
C 1.0264 -1.9476 -1.1121
C 1.8454 -1.9080 0.0385
C 1.1632 -1.4028 1.1246
C -0.3260 -1.5046 0.7608
Mn 0.4481 -0.0380 -0.3615
P -1.7284 0.8558 -1.1998
H -1.0120 -1.7091 -1.7055
H 1.4883 -2.2482 -2.0966
H 2.7796 -2.3428 0.1085
H -1.0122 -1.0277 1.4643
H 1.6828 -1.0979 2.0549
H -2.7471 0.8260 -0.1605
H -2.3672 0.1387 -2.2527
H -1.6989 2.1553 -1.7658
O 0.2826 1.6943 0.5697
C -0.2255 2.5967 1.3683
C 0.3253 2.9315 2.7244
C 1.1117 4.2182 2.6613
C 0.1597 5.4712 2.7384
C -0.9320 5.5378 1.6142
C -1.9536 4.4465 1.7135
N -1.3439 3.2347 0.9831
H -0.4804 2.9864 3.4647
H 0.9666 2.1095 3.0015
H 1.8506 4.2883 3.4809
H 1.6712 4.2868 1.6976
H -0.3595 5.4686 3.7413
H 0.7965 6.3856 2.6697
H -1.4616 6.4961 1.7046
H -0.4213 5.5677 0.6158
H -2.1955 4.1985 2.7365
H -2.9001 4.6490 1.1622
H -1.9003 2.8227 0.2023

No. 4
33
Properties=species:S:1:pos:R:3 method="wB97M-V/def2-TZVPD" gap_ha="0.282 / 0.282" homo_energy_ev="-8.29 / -8.30" smiles="CC(=C=O)C(C)(C)C.CC(C)=CN=O" lumo_ev="-0.63 / -0.63" e_above_lowest_kcal_mol=169.5
C 1.4974 -2.0453 1.2280
C 0.7414 -1.1636 0.2924
C -0.5178 -1.2866 0.5220
O -1.5305 -1.7451 0.8781
C 1.6945 -0.1407 -0.4444
C 3.1893 -0.6045 -0.2045
C 1.4705 -0.2737 -2.0127
C 1.5335 1.3020 -0.0062
H 1.9914 -2.7432 0.5648
H 0.8634 -2.6257 1.8037
H 2.1921 -1.6756 1.9396
H 3.6897 0.0121 -0.9322
H 3.5041 -1.7097 -0.4604
H 3.4949 -0.3778 0.7534
H 0.4142 0.0045 -2.0981
H 2.2522 0.2418 -2.5769
H 1.4853 -1.2730 -2.4101
H 0.5650 1.6347 -0.4488
H 1.4523 1.4859 0.9964
H 2.2415 1.9281 -0.4411
C -2.1759 2.3445 0.7808
C -2.3552 0.9994 0.2099
C -3.2774 0.1869 0.9772
C -1.6762 0.5095 -0.8980
N -2.0948 -0.6022 -1.6338
O -2.9286 -1.3496 -1.1104
H -1.4986 2.2578 1.6818
H -1.6018 2.9862 0.0567
H -3.1350 2.8436 0.8728
H -4.1236 0.7742 1.1595
H -3.5731 -0.8241 0.5814
H -2.7348 -0.1758 1.8735
H -1.0499 1.1051 -1.4945

No. 5
32
Properties=species:S:1:pos:R:3 method="wB97M-V/def2-TZVPD" gap_ha=0.356 homo_energy_ev=-8.86 smiles=CC[C@H](C)[Si@H](NC)c1ccccc1 lumo_ev=0.82 e_above_lowest_kcal_mol=32.1
C -3.8275 1.0805 0.2818
C -2.6400 0.1227 -0.1319
C -1.2374 0.7363 0.1108
C -1.0974 2.0228 -0.7646
Si 0.1078 -0.4984 -0.4081
N -0.3606 -2.1181 0.1164
C 0.4420 -3.3391 0.0597
C 1.9928 -0.0352 -0.1079
C 2.7698 0.3724 -1.1584
C 4.0649 0.8101 -0.9679
C 4.5625 0.7229 0.3071
C 3.8420 0.2612 1.4170
C 2.5368 -0.1977 1.2090
H -3.7754 1.9948 -0.3380
H -3.6297 1.3719 1.3675
H -4.7176 0.3632 0.2054
H -2.6492 -0.9006 0.4212
H -2.7599 -0.1804 -1.1887
H -1.0573 1.0560 1.1184
H -1.4296 1.7846 -1.8575
H -1.8472 2.7516 -0.3668
H -0.1839 2.5005 -0.7295
H -0.0465 -0.4854 -1.8242
H -0.7504 -1.8665 1.0124
H -0.1266 -4.0563 0.6627
H 0.5205 -3.5938 -1.0166
H 1.3906 -3.1289 0.5052
H 2.3077 0.4376 -2.1168
H 4.7352 1.1256 -1.9093
H 5.6753 1.1004 0.4067
H 4.3746 -0.1022 2.2536
H 1.9744 -0.4534 1.9908

No. 6
57
Properties=species:S:1:pos:R:3 method="wB97M-V/def2-TZVPD" gap_ha=0.355 homo_energy_ev=-10.34 lumo_ev=-0.69 e_above_lowest_kcal_mol=40.7
O 6.8911 -3.3700 5.3492
S 6.7570 -4.3902 4.3270
O 6.2286 -5.6758 4.7111
O 5.9504 -3.8016 3.0079
C 5.9557 -2.4333 2.6551
C 5.3035 -2.1233 1.3249
C 8.3390 -4.6076 3.4412
H 7.0127 -2.1679 2.6331
H 5.4134 -1.9002 3.4360
H 4.4125 -1.4963 1.3574
H 5.0069 -3.0446 0.8236
H 5.9990 -1.5787 0.6862
H 8.5879 -3.6411 3.0031
H 8.1808 -5.2372 2.5655
H 9.1397 -4.9310 4.1063
C -3.3007 0.6600 -7.5205
Br -3.9147 2.0678 -6.2563
Br -1.8603 -0.5193 -6.7046
Br -2.6210 1.7169 -9.0846
H -4.0889 -0.0135 -7.8570
C -5.4521 3.1042 4.2881
Br -5.9958 1.8059 2.8764
Br -5.8157 4.8662 3.5485
Br -3.5042 2.9449 4.7025
H -5.9894 2.9708 5.2271
C 5.4761 3.6675 -3.3056
Br 3.5345 3.9107 -3.1776
Br 6.0539 2.6950 -1.6670
Br 6.3442 5.4844 -3.3434
H 5.6843 3.0034 -4.1444
C -6.0579 6.6942 -2.2968
Br -4.5208 7.1364 -1.1201
Br -6.7311 4.8272 -2.0739
Br -5.4023 6.9718 -4.1080
H -6.8323 7.4434 -2.1317
C -1.6017 1.8852 -1.6194
C -2.5208 2.5944 -0.6126
O -1.7021 2.6571 0.4898
S -0.7262 1.3358 0.7009
O -1.3288 0.4317 1.6694
O 0.6883 1.8026 0.8649
O -1.0325 0.8479 -0.8263
H -0.7997 2.5195 -1.9970
H -2.0597 1.3455 -2.4482
H -3.4450 2.0777 -0.3537
H -2.7138 3.5888 -1.0151
C -3.3384 -3.9237 1.6618
C -4.2532 -3.1871 0.7802
O -4.0731 -3.6789 -0.5323
S -2.5797 -4.3991 -0.7095
O -1.5408 -3.3838 -0.8086
O -2.6829 -5.5188 -1.6839
O -2.7103 -4.9026 0.8001
H -3.8393 -4.4018 2.5035
H -2.6233 -3.2247 2.0956
H -3.9977 -2.1277 0.7570
H -5.3028 -3.3767 1.0047

No. 7
77
Properties=species:S:1:pos:R:3 method="wB97M-V/def2-TZVPD" gap_ha=0.275 homo_energy_ev=-4.01 lumo_ev=3.48 total_charge=-2 e_above_lowest_kcal_mol=0.0
Ca 0.1470 0.2852 -0.0821
N 1.5490 -0.3091 1.5917
S 1.3398 -1.1855 2.9643
O 1.8953 -0.6695 4.1564
O 1.1227 -2.5876 2.7551
F -0.1691 -0.6989 3.0977
S 3.1884 -0.2163 1.5556
O 3.8988 -1.4265 1.2732
O 3.6802 0.6784 2.5298
F 3.3373 0.6863 0.2516
N -3.8404 2.4382 1.5698
S -2.9733 1.1276 1.9860
O -3.3076 0.5987 3.2615
O -1.6443 0.9923 1.4740
F -3.8096 0.1207 1.0525
S -3.1039 3.5469 2.4586
O -1.9476 4.1600 1.8810
O -3.1758 3.4232 3.8723
F -4.1683 4.7347 2.1274
N 1.8736 3.0591 3.2177
S 1.3452 3.4204 1.7228
O 1.0763 4.8005 1.5218
O 0.6571 2.4356 0.9332
F 2.8231 3.2907 1.0932
S 0.5330 3.2287 4.0300
O -0.3732 2.1356 3.8866
O 0.0684 4.5570 4.2713
F 1.1959 2.8911 5.4936
N -1.5338 0.5630 -1.5545
S -2.3634 2.0118 -1.8501
O -3.6295 2.2228 -1.2596
O -2.1010 2.5657 -3.1388
F -1.4044 2.8470 -0.9185
S -2.4894 -0.3575 -2.4191
O -2.3924 -0.2499 -3.8350
O -3.7660 -0.6413 -1.8555
F -1.7863 -1.7470 -2.0442
C -3.8551 -3.5233 3.8190
C -3.0795 -3.8411 2.5540
C -3.9073 -3.7064 1.2432
O -3.1901 -2.7613 0.4858
C -2.0834 -2.3692 1.1423
O -1.2649 -1.6557 0.6678
O -2.1192 -2.7781 2.4161
H -4.1661 -2.4797 3.8080
H -3.2448 -3.7256 4.6971
H -4.7394 -4.1672 3.8608
H -2.5561 -4.7942 2.6469
H -4.8738 -3.2885 1.5278
H -4.0133 -4.6850 0.7790
C 1.9864 -3.9534 -0.3344
O 2.7097 -3.0096 -1.1429
C 2.0667 -1.9161 -1.5074
O 0.9396 -1.6381 -1.1767
O 2.8233 -1.0955 -2.2137
C 4.1778 -1.3242 -2.5187
H 2.6736 -4.7866 -0.2239
H 1.0897 -4.2565 -0.8738
H 1.7215 -3.5494 0.6423
H 4.8441 -0.8783 -1.7760
H 4.4704 -0.8964 -3.4753
H 4.4067 -2.3892 -2.5219
C 0.6328 -0.2278 -5.0302
C 0.5938 1.1364 -4.3545
O 1.9265 1.4948 -3.9398
C 2.0931 1.9012 -2.6870
O 1.3077 1.8397 -1.7797
O 3.3000 2.4356 -2.4729
C 4.1892 2.6653 -3.5489
H 0.8200 -1.0719 -4.3692
H 1.4000 -0.2088 -5.8114
H -0.3319 -0.3570 -5.5206
H -0.0688 1.0702 -3.5016
H 0.2214 1.8302 -5.1040
H 4.2015 1.8434 -4.2628
H 5.2088 2.7736 -3.1813
H 3.9375 3.6113 -4.0327

No. 8
40
Properties=species:S:1:pos:R:3 method="wB97M-V/def2-TZVPD" gap_ha=0.137 homo_energy_ev=0.84 lumo_ev=4.57 total_charge=-2 e_above_lowest_kcal_mol=0.0
C -0.6116 0.9926 -1.9086
C -1.4581 -0.1113 -1.6940
C -0.6471 -1.2368 -1.4650
C -2.9344 -0.1449 -1.8169
C 0.6991 -0.8379 -1.5544
C 0.7215 0.5344 -1.8785
C 1.9232 1.3427 -2.1754
C -1.0592 2.3549 -2.2702
C -1.0986 -2.6235 -1.1773
C 1.8574 -1.7585 -1.4227
Ti 0.7858 1.5060 2.2314
Cl -1.3460 1.1644 1.4168
Cl 0.7194 3.6533 3.1744
O 1.9279 0.4986 1.0994
H -3.3631 0.8241 -1.5339
H -3.3178 -0.9441 -1.1681
H -3.2671 -0.3681 -2.8443
H -1.8955 -2.6517 -0.4137
H -0.2323 -3.2122 -0.8515
H -1.4924 -3.1026 -2.0934
H 1.7156 -2.4497 -0.5798
H 2.7759 -1.2001 -1.2675
H 1.9827 -2.3950 -2.3134
H 2.8187 0.8160 -1.8326
H 1.8929 2.2981 -1.6421
H 2.0670 1.5333 -3.2510
H -1.9165 2.6552 -1.6576
H -1.3489 2.4541 -3.3276
H -0.2319 3.0488 -2.0825
H 2.3253 -0.3464 1.4649
O 1.8876 2.5808 0.9847
H 2.3338 3.4337 0.6845
C -1.1127 -1.2726 4.4571
S 0.5284 -0.9347 3.8525
O 1.5536 -1.5124 4.6423
O 0.3149 -1.2174 2.4112
O 0.8013 0.5876 3.9323
H -0.9873 -2.0144 5.2506
H -1.8466 -1.6532 3.7475
H -1.4650 -0.2911 4.8726

No. 9
41
Properties=species:S:1:pos:R:3 method="wB97M-V/def2-TZVPD" gap_ha=0.321 homo_energy_ev=-11.53 lumo_ev=-2.80 total_charge=+1 e_above_lowest_kcal_mol=0.0
Ir 0.1921 -0.1595 -0.0564
N -0.0301 -1.7873 1.2904
C -0.7828 -1.2691 2.4812
C -1.7201 -0.1152 2.0956
O -2.6880 0.1695 2.7698
N -1.2381 0.5753 1.0451
C -1.8223 1.8016 0.5396
C -1.2903 2.0887 -0.8708
O -1.8649 2.8258 -1.6329
O -0.1930 1.4231 -1.2523
H -0.6508 -2.4361 0.8140
H 0.7678 -2.3403 1.5900
H -0.0576 -0.8674 3.1891
H -1.3472 -2.0582 2.9723
H -1.5360 2.6642 1.1539
H -2.9118 1.7756 0.5324
C 1.5513 2.1727 1.5234
O 1.6110 0.7604 1.2240
C 2.9028 0.2880 0.7817
C 3.0035 0.3472 -0.7235
O 1.9876 -0.5059 -1.2799
C 1.8941 -0.3564 -2.7110
H 2.2805 2.3884 2.3018
H 0.5485 2.3663 1.8899
H 1.7496 2.7625 0.6283
H 2.9885 -0.7415 1.1292
H 3.6873 0.8838 1.2477
H 3.9874 -0.0030 -1.0449
H 2.8499 1.3656 -1.0930
H 2.8344 -0.6771 -3.1576
H 1.6714 0.6803 -2.9624
H 1.0872 -1.0001 -3.0472
N -1.8120 -0.5328 -2.2557
C -2.3805 -1.4198 -3.0806
C -1.9031 -2.6683 -2.7444
C -1.0216 -2.4402 -1.6901
N -0.9709 -1.1379 -1.3981
H -1.8221 0.4789 -2.3116
H -3.0737 -1.1016 -3.8404
H -2.1534 -3.6095 -3.1989
H -0.4112 -3.1486 -1.1542

No. 10
35
Properties=species:S:1:pos:R:3 method="wB97M-V/def2-TZVPD" gap_ha=0.321 homo_energy_ev=-8.54 lumo_ev=0.19 e_above_lowest_kcal_mol=121.8
C 2.5037 -0.8448 -1.4163
C 1.0285 -0.3769 -1.2674
C 0.8957 0.8300 -2.0683
N 0.3752 -0.1667 0.1416
C 1.0502 0.9985 0.6937
C 0.5867 2.2453 0.6741
C -0.7000 2.6063 0.0394
N -1.4627 1.4527 -0.2727
C -2.4481 0.9794 0.3667
C -3.1240 -0.2459 -0.0895
O -4.2501 -0.5231 0.2309
O -2.3582 -0.9651 -0.9567
C 0.4164 -1.1822 1.1228
C -0.0543 -2.5242 0.4701
C -0.4496 -0.8903 2.3313
H 2.5526 -1.3045 -2.3536
H 3.2280 0.0040 -1.5038
H 2.7888 -1.5836 -0.6857
H 0.4579 -1.1956 -1.6318
H 1.5456 1.7268 -1.7023
H -0.0655 1.2910 -1.9637
H 1.2249 0.7302 -3.0317
H 1.9728 0.6447 1.1898
H 1.2210 3.0556 1.1155
H -1.2388 3.3191 0.6439
H -0.4465 3.2694 -0.9230
H -3.0678 1.5365 1.2550
H -1.4840 -0.5212 -0.9227
H 1.5699 -1.2748 1.3957
H 0.3690 -2.8748 -0.4315
H 0.2219 -3.2579 1.2889
H -1.2172 -2.5608 0.4362
H -1.2711 -0.4230 1.9812
H 0.1794 -0.1757 2.9350
H -0.5503 -1.7982 2.9088

No. 11
36
Properties=species:S:1:pos:R:3 method="wB97M-V/def2-TZVPD" gap_ha=0.350 homo_energy_ev=-9.14 smiles="CC[C@H](C)[C@H](N)C(=O)N1CCC[C@H]1C(=O)O" lumo_ev=0.38 e_above_lowest_kcal_mol=94.3
C -3.1158 1.0630 -2.3921
C -2.1363 0.0641 -3.0454
C -1.0764 -0.4757 -2.0343
C -1.6003 -1.3881 -0.8137
C 0.1577 0.4238 -1.6862
N 1.3206 -0.5807 -1.9319
C -0.0929 1.0622 -0.3924
O -1.1745 1.7082 -0.2982
N 0.5850 0.8493 0.7788
C -0.2004 1.1279 2.0195
C 0.8129 1.0898 3.1512
C 2.1903 0.7842 2.3923
C 1.7444 0.0489 1.1127
C 1.2102 -1.4116 1.2994
O 0.3969 -1.6866 2.1376
O 1.5545 -2.2031 0.2398
H -2.7168 2.0532 -2.1803
H -3.4631 0.6421 -1.5076
H -3.9725 1.4604 -3.0896
H -2.6316 -0.9003 -3.4867
H -1.5327 0.6314 -3.7469
H -0.4942 -1.2295 -2.6792
H -1.8547 -0.8585 0.2048
H -0.6952 -2.0474 -0.4738
H -2.2237 -2.1972 -1.2769
H 0.1617 1.1001 -2.4344
H 1.3973 -1.3193 -1.2194
H 2.1550 -0.0850 -1.8559
H -0.3018 2.1391 2.0044
H -1.1868 0.5932 2.0974
H 0.5643 0.3585 3.9103
H 0.9513 1.9575 3.6782
H 2.6013 1.8917 2.3145
H 2.8229 0.1221 3.0501
H 2.3681 0.0777 0.2523
H 1.1366 -3.1475 0.2085

Here are the calculated strongest force on any atom numbers, same order: 3.76, 0.45, 5.60, 3.88, 5.67, 4.61, 5.57, 5.57, 0.74, 5.01, 5.18 (eV/Å).